(1)
This record from the OMol25 dataset describes the molecule C3H5NO2S in a non-equilibrium geometry. The level of theory is ωB97M-V with the def2-TZVPD basis set.

Output
HOMO level = -9.286 eV
Relative energy (zero: lowest compared OMol25 entry of this formula, charge and spin) = 102.8 kcal per mole
SMILES string = C1=NOCOCS1
HOMO-LUMO gap = 9.96 eV
E_LUMO = 0.02471 Eh

Element x y z (Å)
1 C 0.277 -1.617 -0.979
2 N 1.442 -1.410 -0.374
3 O 1.221 -0.465 0.796
4 C 0.909 0.925 0.638
5 O -0.216 1.156 -0.285
6 C -1.346 0.459 0.127
7 S -1.411 -0.956 -0.800
8 H 0.423 -2.399 -1.823
9 H 0.702 1.372 1.662
10 H 1.731 1.732 0.238
11 H -2.322 0.888 -0.371
12 H -1.411 0.316 1.169

These are the natural (NBO) partial charges, in e, on atoms 1 to 6: C -0.10; N -0.12; O -0.47; C 0.19; O -0.54; C -0.25

(2)
This record from the OMol25 dataset describes the molecule C6H14Si in a non-equilibrium geometry. The level of theory is ωB97M-V with the def2-TZVPD basis set.

Output
HOMO level = -9.565 eV
Relative energy (zero: lowest compared OMol25 entry of this formula, charge and spin) = 50.7 kcal per mole
SMILES string = C=C(C)[SiH2]C(C)C
HOMO-LUMO gap = 10.45 eV
E_LUMO = 0.03250 Eh

Element x y z (Å)
1 C -2.496 1.290 -0.105
2 C -1.634 0.228 0.003
3 C -1.745 -1.011 0.847
4 Si -0.298 0.161 -1.335
5 C 1.392 0.182 -0.486
6 C 2.001 -1.230 -0.330
7 C 1.497 0.959 0.900
8 H -2.285 2.164 -0.746
9 H -3.222 1.688 0.648
10 H -0.932 -1.579 1.035
11 H -2.467 -1.608 0.304
12 H -2.067 -0.775 1.831
13 H -0.782 1.235 -2.229
14 H 0.058 -0.944 -2.259
15 H 2.117 0.718 -1.114
16 H 1.542 -1.961 0.369
17 H 1.865 -1.773 -1.233
18 H 2.966 -1.092 0.205
19 H 0.456 1.110 1.236
20 H 2.017 1.862 0.832
21 H 2.018 0.378 1.627

These are the natural (NBO) partial charges, in e, on atoms 1 to 6: C -0.38; C -0.39; C -0.66; Si 1.13; C -0.65; C -0.62

(3)
This record from the OMol25 dataset describes a cluster of 2 separate species, C3H7NO in total in a non-equilibrium geometry. The level of theory is ωB97M-V with the def2-TZVPD basis set.

Output
HOMO level = -9.698 eV
Relative energy (zero: lowest compared OMol25 entry of this formula, charge and spin) = 65.8 kcal per mole
SMILES string = C=NC.C=O
HOMO-LUMO gap = 10.66 eV
E_LUMO = 0.03523 Eh

Element x y z (Å)
1 C 0.960 -0.925 1.226
2 N 1.137 -0.442 0.079
3 C 1.855 0.780 -0.080
4 H 0.522 -1.893 1.415
5 H 1.335 -0.289 2.046
6 H 2.280 1.158 0.879
7 H 1.273 1.687 -0.287
8 H 2.630 0.649 -0.825
9 C -2.977 -0.192 -1.128
10 O -3.533 -1.120 -0.625
11 H -3.363 0.818 -0.889
12 H -2.118 -0.230 -1.811

These are the natural (NBO) partial charges, in e, on atoms 1 to 6: C -0.05; N -0.40; C -0.45; H 0.19; H 0.13; H 0.16

(4)
This record from the OMol25 dataset describes a cluster of 4 separate species, C17H19F6N2O10 in total in a non-equilibrium geometry. The level of theory is ωB97M-V with the def2-TZVPD basis set.

Output
HOMO level = -12.262 eV
Net charge = +1
HOMO-LUMO gap = 6.76 eV
E_LUMO = -0.20219 Eh

Element x y z (Å)
1 F 2.275 -0.811 1.723
2 C 1.418 -1.937 1.890
3 F 0.243 -1.743 1.133
4 F 1.020 -2.073 3.254
5 C 2.214 -3.305 1.501
6 O 3.616 -2.976 1.518
7 C 4.442 -4.092 1.908
8 C 5.547 -3.596 3.000
9 N 4.723 -3.179 4.212
10 C 4.122 -4.268 4.918
11 C 3.215 -3.913 6.154
12 C 3.063 -2.381 6.481
13 C 3.894 -1.438 5.521
14 N 4.683 -1.875 4.435
15 H 1.890 -4.072 2.281
16 H 1.821 -3.593 0.451
17 H 5.045 -4.458 1.007
18 H 3.827 -4.985 2.279
19 H 6.300 -4.411 3.265
20 H 6.055 -2.680 2.522
21 H 4.298 -5.356 4.591
22 H 2.665 -4.716 6.761
23 H 2.417 -1.981 7.326
24 H 3.834 -0.311 5.746
25 C 0.800 -0.320 -1.385
26 C 2.191 -0.580 -1.868
27 O 2.004 -0.921 -3.225
28 C 0.880 -0.254 -3.615
29 O 0.562 -0.083 -4.754
30 O 0.167 0.201 -2.545
31 F 2.738 -1.644 -1.226
32 H 0.286 -1.230 -1.070
33 H 0.771 0.401 -0.566
34 H 2.862 0.281 -1.794
35 C -2.762 1.944 -2.665
36 C -3.536 1.234 -1.602
37 O -3.656 2.208 -0.585
38 C -3.644 3.408 -1.231
39 O -3.992 4.441 -0.736
40 O -3.195 3.289 -2.511
41 F -2.836 0.181 -1.110
42 H -1.681 1.891 -2.508
43 H -2.989 1.571 -3.664
44 H -4.531 0.904 -1.914
45 C -5.425 5.820 -3.919
46 C -6.690 6.571 -4.179
47 O -7.328 5.795 -5.172
48 C -6.908 4.516 -4.958
49 O -7.435 3.548 -5.423
50 O -5.817 4.474 -4.141
51 F -6.432 7.799 -4.690
52 H -4.625 6.085 -4.617
53 H -5.060 5.959 -2.900
54 H -7.346 6.664 -3.307

These are the natural (NBO) partial charges, in e, on atoms 1 to 6: F -0.32; C 0.97; F -0.32; F -0.35; C -0.15; O -0.52

(5)
This record from the OMol25 dataset describes the molecule C4H10N2O in a non-equilibrium geometry. The level of theory is ωB97M-V with the def2-TZVPD basis set.

Output
HOMO level = -9.082 eV
Relative energy (zero: lowest compared OMol25 entry of this formula, charge and spin) = 56.5 kcal per mole
SMILES string = NCNCCC=O
HOMO-LUMO gap = 10.01 eV
E_LUMO = 0.03391 Eh

Element x y z (Å)
1 N -2.712 -0.743 -1.113
2 C -1.546 -0.096 -0.507
3 N -0.602 -0.954 0.164
4 C 0.406 -0.154 0.837
5 C 1.410 0.452 -0.139
6 C 2.708 1.018 0.403
7 O 3.414 1.752 -0.230
8 H -2.547 -1.742 -1.221
9 H -3.445 -0.781 -0.407
10 H -1.933 0.797 0.007
11 H -0.987 0.311 -1.352
12 H -0.757 -1.748 0.765
13 H -0.039 0.693 1.373
14 H 0.991 -0.696 1.588
15 H 1.697 -0.193 -0.975
16 H 1.009 1.338 -0.652
17 H 2.933 0.746 1.458

These are the natural (NBO) partial charges, in e, on atoms 1 to 6: N -0.81; C -0.05; N -0.66; C -0.22; C -0.54; C 0.46

(6)
This record from the OMol25 dataset describes a structure of composition C11H8NO5Ti in a non-equilibrium geometry. The level of theory is ωB97M-V with the def2-TZVPD basis set.

Output
Spin multiplicity = 3
HOMO level (spin up / spin down) = -12.612 / -12.760 eV
Relative energy (zero: lowest compared OMol25 entry of this formula, charge and spin) = 43.3 kcal per mole
Net charge = +1
HOMO-LUMO gap (spin up / spin down) = 6.16 / 6.53 eV
E_LUMO (spin up / spin down) = -0.23699 / -0.22885 Eh

Element x y z (Å)
1 O 0.730 4.837 -0.902
2 C 0.038 3.936 -1.042
3 Ti -0.349 -0.922 -2.172
4 C -0.516 -2.868 -2.842
5 O -0.553 -3.998 -3.188
6 C 1.124 0.031 -3.742
7 O 1.509 0.792 -4.571
8 C 1.789 -0.194 -2.455
9 O 2.893 0.001 -2.016
10 C -2.383 -0.281 -1.495
11 O -3.399 0.122 -1.031
12 H -2.039 -0.083 -2.608
13 N 0.430 -1.141 -0.116
14 C 0.183 -0.423 1.136
15 C -1.080 -0.489 1.701
16 C -1.308 0.075 2.967
17 C -0.278 0.732 3.646
18 C 0.975 0.873 3.030
19 C 1.202 0.306 1.762
20 H 0.234 -2.125 0.097
21 H 1.444 -1.115 -0.265
22 H -1.875 -1.009 1.170
23 H -2.296 -0.008 3.432
24 H -0.443 1.135 4.647
25 H 1.778 1.416 3.552
26 H 2.191 0.400 1.303

These are the natural (NBO) partial charges, in e, on atoms 1 to 6: O -0.47; C 0.48; Ti 0.82; C 0.46; O -0.32; C 0.23

(7)
This record from the OMol25 dataset describes a structure of composition C4H6N2O in a non-equilibrium geometry. The level of theory is ωB97M-V with the def2-TZVPD basis set.

Output
HOMO level = -9.631 eV
Relative energy (zero: lowest compared OMol25 entry of this formula, charge and spin) = 81.5 kcal per mole
HOMO-LUMO gap = 9.65 eV
E_LUMO = 0.00072 Eh

Element x y z (Å)
1 O 1.857 0.818 1.234
2 H 2.270 0.739 2.124
3 H 1.286 0.021 1.154
4 N 2.262 -0.771 -1.388
5 N 0.000 0.000 0.000
6 C 1.540 0.344 -1.781
7 C 0.459 0.796 -1.016
8 C 1.959 -1.467 -0.251
9 C 0.757 -1.072 0.480
10 H 1.958 0.961 -2.588
11 H -0.192 1.607 -1.369
12 H 2.595 -2.294 0.093
13 H 0.414 -1.561 1.402

These are the natural (NBO) partial charges, in e, on atoms 1 to 6: O -0.92; H 0.46; H 0.43; N -0.39; N -0.36; C 0.01

(8)
This record from the OMol25 dataset describes a cluster of 2 separate species, H4O2 in total in a non-equilibrium geometry. The level of theory is ωB97M-V with the def2-TZVPD basis set.

Output
HOMO level = -10.791 eV
Relative energy (zero: lowest compared OMol25 entry of this formula, charge and spin) = 5.2 kcal per mole
SMILES string = O.O
HOMO-LUMO gap = 11.41 eV
E_LUMO = 0.02263 Eh

Element x y z (Å)
1 O 1.158 1.278 0.233
2 H 0.299 0.867 0.389
3 H 1.904 0.790 0.581
4 O -0.841 -0.676 -0.364
5 H -0.672 -1.633 -0.421
6 H -1.848 -0.626 -0.418

Per-atom natural (NBO) charges, elementary charge units: O -0.97; H 0.50; H 0.47; O -0.95; H 0.48; H 0.48

(9)
This record from the OMol25 dataset describes the molecule C4H10O2 in a non-equilibrium geometry. The level of theory is ωB97M-V with the def2-TZVPD basis set.

Output
HOMO level = -9.925 eV
Relative energy (zero: lowest compared OMol25 entry of this formula, charge and spin) = 47.8 kcal per mole
SMILES string = C[C@H](O)[C@H](C)O
HOMO-LUMO gap = 10.45 eV
E_LUMO = 0.01929 Eh

Element x y z (Å)
1 C -1.695 -0.018 -0.530
2 C -0.331 -0.735 -0.134
3 O -0.521 -1.442 1.097
4 C 0.899 0.201 -0.198
5 C 0.985 1.092 1.046
6 O 0.835 0.919 -1.410
7 H -2.262 -0.944 -0.668
8 H -1.997 0.695 0.254
9 H -1.496 0.533 -1.420
10 H -0.247 -1.519 -0.932
11 H 0.019 -2.410 0.956
12 H 1.879 -0.291 -0.256
13 H 0.743 0.420 1.954
14 H 2.106 1.241 1.245
15 H 0.429 2.096 0.975
16 H 0.656 0.161 -1.981

These are the natural (NBO) partial charges, in e, on atoms 1 to 6: C -0.64; C 0.09; O -0.72; C 0.05; C -0.66; O -0.70